{"formula": "C47H46AsCl3F6N6O5S3SiTi", "method": "wB97M-V/def2-TZVPD", "symbols": ["Ti", "C", "C", "C", "C", "C", "C", "N", "N", "Si", "C", "C", "C", "H", "H", "H", "H", "H", "H", "H", "H", "H", "H", "H", "H", "H", "H", "H", "F", "C", "F", "F", "S", "O", "O", "N", "S", "O", "O", "C", "F", "F", "F", "Cl", "C", "C", "C", "C", "C", "C", "N", "C", "C", "N", "C", "O", "C", "C", "C", "Cl", "S", "C", "C", "C", "Cl", "C", "H", "H", "H", "H", "H", "H", "H", "H", "H", "H", "H", "H", "H", "C", "C", "C", "C", "C", "C", "As", "C", "C", "C", "C", "C", "C", "C", "C", "C", "C", "C", "C", "H", "H", "H", "H", "H", "H", "H", "H", "H", "H", "H", "H", "H", "H", "H", "C", "C", "N", "H", "H", "H"], "positions_angstrom": [[-0.74761, 0.33606, 0.23897], [-1.29105, 3.02100, 2.82811], [-2.42719, 2.38775, 2.10246], [-3.73140, 2.69633, 2.40502], [-4.76138, 2.09570, 1.67808], [-4.46543, 1.23421, 0.65139], [-3.11925, 0.95422, 0.35356], [-2.12824, 1.52577, 1.09926], [-2.65407, 0.16710, -0.64494], [-3.93204, -0.50128, -1.69892], [-3.47516, -1.50030, -3.29324], [-4.77669, 1.00536, -2.48531], [-4.98961, -1.71169, -0.71731], [-1.61707, 3.38858, 3.79804], [-0.90882, 3.86851, 2.25951], [-0.48750, 2.30982, 2.96444], [-3.94966, 3.37856, 3.21334], [-5.79399, 2.30551, 1.92418], [-5.25243, 0.76425, 0.08064], [-2.74207, -1.00437, -3.93871], [-4.39956, -1.61310, -3.86372], [-3.09959, -3.43252, -3.70546], [-4.32990, 1.26139, -3.44768], [-4.74517, 1.89377, -1.85405], [-5.82844, 0.77687, -2.67157], [-4.57944, -2.71368, -0.84741], [-6.02547, -1.72520, -1.05976], [-4.99357, -1.49626, 0.35119], [-1.73546, -3.42174, 3.41334], [-2.16366, -3.33837, 2.17219], [-3.32287, -2.68250, 2.14834], [-2.31958, -4.53598, 1.65621], [-0.98315, -2.33200, 1.13743], [-1.39060, -0.93444, 1.50460], [0.36568, -2.60098, 1.49896], [-1.48627, -2.70208, -0.28576], [-0.90741, -1.80282, -1.49560], [0.11895, -0.88145, -0.75032], [-3.01826, -2.83172, -2.95385], [0.44912, -2.98116, -2.11620], [1.15890, -3.39078, -1.08677], [0.00660, -4.01788, -2.79442], [1.23216, -2.24290, -2.91853], [-1.79921, 7.63452, 3.10991], [-1.86770, 7.06589, 1.48399], [-0.69606, 6.81260, 0.78538], [-0.77183, 6.36859, -0.52283], [-1.99207, 6.18916, -1.16539], [-2.04705, 5.82396, -2.64138], [-2.54135, 4.39483, -2.96055], [-1.68566, 3.30035, -2.49905], [-1.11048, 2.37435, -3.33109], [-0.46293, 1.48585, -2.54194], [-0.63834, 1.83900, -1.21959], [-1.37153, 2.95666, -1.24105], [-0.81792, 5.93385, -3.30612], [-0.43683, 7.24044, -3.75450], [0.57999, 7.91105, -2.87583], [1.79108, 7.36866, -2.55957], [2.37493, 5.83127, -3.04832], [2.72976, 8.39241, -1.53773], [1.48924, 9.57575, -1.53921], [0.41818, 9.19216, -2.27815], [-3.15427, 6.41363, -0.42518], [-4.72466, 6.16804, -1.12042], [-3.09966, 6.84412, 0.89123], [0.26713, 6.96683, 1.25370], [0.13183, 6.16080, -1.07673], [-2.79212, 6.49043, -3.09647], [-2.57055, 4.32473, -4.04556], [-3.54155, 4.25784, -2.55647], [-1.19085, 2.43208, -4.40242], [0.13785, 0.64208, -2.83118], [-1.68185, 3.52434, -0.38401], [-1.31824, 7.88066, -3.84525], [-0.01456, 7.09194, -4.74991], [1.63497, 10.49825, -1.00150], [-0.46454, 9.80164, -2.40971], [-4.01083, 7.02796, 1.44339], [5.07077, -2.21068, 2.00866], [4.64421, -1.54553, 3.14792], [3.46645, -0.81425, 3.12758], [2.71801, -0.72488, 1.95720], [3.11504, -1.44697, 0.83925], [4.28956, -2.18288, 0.86374], [1.19301, 0.50871, 1.88590], [2.18635, 2.21884, 1.84300], [3.32350, 2.43702, 2.61530], [3.99567, 3.64784, 2.54881], [3.55666, 4.64276, 1.68802], [2.42557, 4.43147, 0.91595], [1.73703, 3.23263, 1.00053], [0.73262, 0.46759, 3.80685], [1.00256, 1.52070, 4.67936], [0.61615, 1.44333, 6.00849], [-0.05391, 0.32428, 6.48051], [-0.31518, -0.73430, 5.62523], [0.08290, -0.66170, 4.29900], [5.99906, -2.76543, 2.01860], [5.23022, -1.59382, 4.05565], [3.12477, -0.33018, 4.03348], [2.49116, -1.45217, -0.04233], [4.59847, -2.74089, -0.01130], [3.68863, 1.66340, 3.27403], [4.86401, 3.81202, 3.17251], [4.10105, 5.57464, 1.61063], [2.09064, 5.20252, 0.23470], [0.85499, 3.06673, 0.39470], [1.50879, 2.40977, 4.32688], [0.83110, 2.26763, 6.67531], [-0.36828, 0.28416, 7.51459], [-0.81877, -1.61914, 5.99110], [-0.08370, -1.50664, 3.65078], [3.94649, 0.08225, -2.48498], [2.91778, 0.60171, -1.61389], [2.09724, 1.01091, -0.92264], [3.49014, -0.52370, -3.26682], [4.63352, -0.53920, -1.90991], [4.50765, 0.89596, -2.94207]], "lowdin_charge": [0.93, 0.01, -0.27, 0.00, 0.00, -0.02, -0.43, 0.00, -0.12, 0.55, -0.29, -0.14, -0.14, 0.11, 0.09, 0.02, 0.13, 0.13, 0.09, 0.08, 0.10, 0.10, 0.04, 0.02, 0.05, 0.04, 0.05, 0.03, 0.19, -0.66, 0.16, 0.20, 0.66, -0.43, -0.23, -0.34, 1.10, -0.60, -0.19, -0.71, 0.17, 0.19, 0.13, 0.72, -0.67, -0.08, -0.02, -0.18, -0.30, -0.04, 0.00, 0.00, -0.12, -0.06, -0.09, -0.12, -0.12, -0.34, -0.99, 0.68, 1.01, -0.39, -0.13, -0.58, 0.76, -0.12, 0.11, 0.09, 0.15, 0.14, 0.10, 0.14, 0.10, 0.15, 0.14, 0.14, 0.08, 0.12, 0.11, -0.06, -0.05, -0.10, -0.33, -0.13, -0.06, 1.38, -0.36, -0.10, -0.05, -0.05, -0.07, -0.14, -0.36, -0.12, -0.05, -0.06, -0.05, -0.10, 0.12, 0.12, 0.10, 0.06, 0.11, 0.09, 0.12, 0.11, 0.08, 0.06, 0.10, 0.12, 0.12, 0.11, 0.07, -0.01, -0.20, 0.17, 0.09, 0.09, 0.10], "largest_force_ev_per_a": 4.024, "homo_lumo_gap_ev": 5.6808, "charge": 2, "de_lowest_ev": 3.686, "homo_ev": -12.55}



{"formula": "C12H36ClO6S", "method": "wB97M-V/def2-TZVPD", "symbols": ["Cl", "C", "C", "O", "H", "H", "H", "H", "H", "H", "C", "C", "O", "H", "H", "H", "H", "H", "H", "C", "C", "O", "H", "H", "H", "H", "H", "H", "C", "C", "O", "H", "H", "H", "H", "H", "H", "C", "C", "O", "H", "H", "H", "H", "H", "H", "C", "S", "O", "C", "H", "H", "H", "H", "H", "H"], "positions_angstrom": [[0.08650, 0.04321, 0.78956], [-0.63533, 2.44967, 4.94368], [-0.79832, 2.07628, 3.47349], [-0.09658, 0.85726, 3.27432], [-1.11660, 1.78239, 5.64469], [-1.06332, 3.45236, 5.10685], [0.45952, 2.44989, 5.11872], [-0.28434, 2.79179, 2.93773], [-1.75313, 2.04044, 3.23249], [-0.36957, 0.77568, 2.35094], [2.12979, 0.16961, -3.88854], [1.77141, -0.71331, -2.73683], [2.17766, -0.04659, -1.56106], [2.21295, -0.56600, -4.68973], [3.13082, 0.57862, -3.97364], [1.43424, 0.91002, -4.18377], [2.19577, -1.73253, -2.70728], [0.66283, -0.76558, -2.71637], [1.50620, -0.03238, -0.91211], [-2.00191, -4.18779, -1.97735], [-1.07123, -3.44542, -1.00006], [-1.09361, -2.02924, -1.32636], [-1.90798, -5.23551, -1.85879], [-1.62517, -4.11304, -2.97840], [-2.86660, -3.98506, -1.97858], [-0.02388, -4.08446, -0.95429], [-1.58949, -3.32028, 0.01131], [-0.71936, -1.38126, -0.66104], [-4.93402, 2.08338, 0.25412], [-3.38154, 1.96294, 0.25028], [-3.07684, 0.54590, 0.21307], [-5.41726, 1.47610, 1.12962], [-5.50204, 1.45761, -0.71878], [-5.42707, 3.05599, 0.26880], [-2.85794, 2.34012, 1.15112], [-2.88793, 2.22119, -0.71608], [-2.17946, 0.50491, 0.15984], [1.71024, 3.20198, -1.36798], [2.02995, 3.58043, 0.09742], [2.31162, 2.52650, 0.91667], [0.68602, 2.73283, -1.56223], [2.15789, 2.22074, -1.52577], [1.76591, 4.02930, -1.86068], [0.97447, 4.13396, 0.41577], [2.81777, 4.24357, -0.02363], [1.53119, 1.91009, 0.83016], [1.08031, -3.14090, 1.49613], [2.25508, -1.99848, 0.90086], [3.45794, -1.96041, 1.76512], [2.83091, -2.77826, -0.65278], [1.25754, -4.14471, 1.36676], [0.29014, -3.03618, 0.87756], [1.02155, -2.95305, 2.59596], [3.71428, -2.24774, -1.24995], [1.88047, -2.95347, -1.35684], [3.13957, -3.75312, -0.43413]], "lowdin_charge": [0.29, -0.08, -0.34, -0.18, 0.06, 0.07, 0.08, 0.08, 0.05, -0.17, -0.09, -0.33, -0.14, 0.06, 0.07, 0.06, 0.07, 0.12, -0.09, -0.06, -0.28, -0.16, 0.07, 0.08, -0.05, 0.14, 0.13, -0.04, -0.12, -0.29, -0.12, 0.08, 0.13, 0.03, 0.10, 0.12, -0.10, -0.09, -0.36, -0.09, 0.09, 0.06, -0.01, 0.15, 0.07, 0.02, -0.28, 0.74, -0.55, -0.26, 0.03, -0.06, 0.10, 0.11, 0.07, 0.00], "largest_force_ev_per_a": 12.591, "homo_lumo_gap_ev": 7.7360, "charge": -1, "de_lowest_ev": 0.632, "homo_ev": -4.89}



{"formula": "C12H41FN5NbO4PS", "method": "wB97M-V/def2-TZVPD", "symbols": ["N", "P", "Nb", "N", "O", "F", "S", "H", "H", "H", "H", "H", "H", "H", "H", "C", "C", "C", "O", "C", "N", "H", "H", "H", "H", "H", "H", "H", "H", "H", "H", "H", "C", "C", "C", "O", "C", "N", "H", "H", "H", "H", "H", "H", "H", "H", "H", "H", "H", "C", "C", "C", "O", "C", "N", "H", "H", "H", "H", "H", "H", "H", "H", "H", "H", "H"], "positions_angstrom": [[-1.88812, 2.34222, -2.66687], [-1.70599, 0.81214, -2.22471], [0.37720, -0.40911, -3.23164], [1.46089, 0.64207, -1.74946], [-0.07644, -1.90553, -1.96333], [1.95781, -1.31290, -3.98619], [0.67943, 1.51885, -4.78415], [-2.79685, 2.50299, -3.05186], [-2.89717, 0.09865, -2.47400], [-1.55826, 0.75899, -0.80810], [-0.77541, -1.06373, -4.47215], [1.65510, 1.56589, -2.09033], [0.98213, 0.78993, -0.88001], [-0.32185, -1.57946, -1.09076], [1.94226, 1.82991, -4.60212], [-0.48884, 5.36609, 2.13196], [0.08663, 4.78081, 0.84685], [-0.78221, 3.70619, 0.19556], [-0.73219, 2.45485, 0.85105], [-1.58583, 2.29453, 1.95629], [1.45100, 4.31243, 1.11098], [-0.36650, 4.68270, 2.97130], [0.02747, 6.28890, 2.38915], [-1.55114, 5.58762, 2.02187], [0.15690, 5.59155, 0.11721], [-0.41987, 3.51554, -0.81377], [-1.82325, 4.03251, 0.09157], [-2.52130, 2.84485, 1.81381], [-1.11987, 2.61391, 2.89474], [-1.81477, 1.23186, 2.03658], [1.87558, 4.02792, 0.23431], [1.37892, 3.45623, 1.64938], [-3.45671, -5.62089, 0.72240], [-2.91307, -4.33827, 0.10071], [-3.98174, -3.49240, -0.59716], [-4.40639, -3.98389, -1.84667], [-5.39498, -4.98392, -1.80865], [-1.78617, -4.66259, -0.76753], [-3.63952, -6.38241, -0.03372], [-2.73142, -6.02915, 1.42202], [-4.38889, -5.44145, 1.26208], [-2.52292, -3.71949, 0.91493], [-3.55610, -2.50935, -0.80506], [-4.85429, -3.34600, 0.05799], [-6.09313, -4.82020, -0.98033], [-4.96958, -5.98817, -1.72045], [-5.94596, -4.92837, -2.74617], [-1.36075, -3.79735, -1.09252], [-2.16146, -5.08018, -1.61100], [2.92507, -0.26700, 1.40659], [3.58034, 1.04411, 1.81292], [4.92025, 1.29493, 1.12399], [6.00092, 0.53979, 1.63167], [6.11284, -0.77205, 1.11654], [3.67401, 1.11902, 3.27469], [3.38183, -1.12578, 1.89782], [1.87499, -0.25894, 1.69208], [2.97674, -0.40493, 0.32712], [2.92149, 1.85371, 1.48949], [5.19805, 2.33930, 1.28580], [4.82913, 1.13877, 0.04189], [5.80167, -0.81366, 0.06963], [5.52343, -1.49318, 1.68828], [7.16215, -1.05630, 1.18344], [4.00336, 2.03982, 3.54383], [4.40783, 0.48561, 3.56844]], "lowdin_charge": [-0.44, 0.43, 1.26, -0.24, -0.48, -0.58, 0.12, -0.10, -0.09, -0.10, -0.12, -0.06, -0.06, -0.03, -0.31, -0.07, -0.43, -0.22, -0.23, -0.12, 0.04, 0.06, 0.07, 0.08, 0.13, 0.09, 0.12, 0.09, 0.07, 0.08, 0.07, 0.05, -0.08, -0.44, -0.21, -0.18, -0.12, 0.05, 0.06, 0.07, 0.07, 0.13, 0.12, 0.12, 0.09, 0.07, 0.08, 0.04, 0.07, -0.07, -0.43, -0.21, -0.19, -0.11, 0.04, 0.06, 0.07, 0.06, 0.11, 0.12, 0.12, 0.09, 0.07, 0.08, 0.07, 0.06], "largest_force_ev_per_a": 3.903, "homo_lumo_gap_ev": 6.7068, "charge": -1, "homo_ev": -4.11}



{"formula": "C4H7NO3", "method": "wB97M-V/def2-TZVPD", "symbols": ["O", "C", "N", "C", "C", "O", "C", "O", "H", "H", "H", "H", "H", "H", "H"], "positions_angstrom": [[0.03958, -1.71267, 2.31945], [-0.81824, -1.66861, 1.40448], [-0.89364, -0.68720, 0.41226], [0.26891, 0.10298, 0.10665], [-0.02498, 1.34396, -0.82930], [-0.22063, 2.53652, -0.06920], [1.41484, -0.64910, -0.82901], [2.44031, -0.14153, -1.12060], [-1.67987, -2.31130, 1.26427], [-1.64968, -0.59536, -0.28318], [0.81479, 0.28583, 0.94231], [-0.99109, 1.19595, -1.50201], [0.94307, 1.62766, -1.45866], [-0.91413, 2.37504, 0.52791], [1.27074, -1.70216, -0.88537]], "lowdin_charge": [0.00, -0.29, 0.04, -0.23, -0.19, -0.06, -0.19, 0.09, 0.12, 0.14, 0.11, 0.15, 0.15, 0.05, 0.10], "largest_force_ev_per_a": 5.730, "homo_lumo_gap_ev": 9.9000, "de_lowest_ev": 3.062, "homo_ev": -9.45, "smiles": "O=CN[C@@H](C=O)CO"}